--- one ---
DFT (ωB97M-V/def2-TZVPD) results for a single C7H12N2O molecule.

Element x y z (Å)
C  -1.28499  0.31834  0.30322
C  -0.18249  -0.36624  -0.19177
C  -1.09948  1.48887  1.32314
C  1.20408  -0.25537  0.28786
C  0.36621  1.57968  1.84741
C  1.43725  1.08811  0.90044
C  0.42764  -3.34491  -2.26831
N  0.52396  -2.27298  -1.34111
N  -0.35400  -1.39631  -1.21500
O  -1.40708  -1.38450  -1.89061
H  -2.29897  0.15400  0.06064
H  -1.49507  2.38582  0.71615
H  -1.60900  1.25487  2.19341
H  1.21713  -1.00824  1.07613
H  1.88174  -0.50485  -0.49163
H  0.56265  2.60596  2.03019
H  0.43522  1.06841  2.85392
H  2.36558  1.20457  1.48734
H  1.61892  1.81017  -0.00773
H  1.30579  -3.16031  -2.94905
H  -0.51494  -3.25572  -2.85529
H  0.55949  -4.20416  -1.79925

Calculated values
E_HOMO: -9.192 eV
SMILES: C/N=[N+](\[O-])C1=CCCCC1
HOMO-LUMO gap: 9.66 eV

---

--- two ---
DFT (ωB97M-V/def2-TZVPD) results for a single C7H12N2O molecule.

Element x y z (Å)
C  -1.25338  2.46567  0.18372
C  -1.43687  1.01712  0.53257
C  2.32957  -0.99626  0.36657
C  -0.83776  -0.03449  -0.44062
C  3.46911  -1.17376  1.14641
C  -1.26898  0.25179  -1.88257
C  -1.08000  -1.46417  0.02816
N  1.47062  -0.24804  0.02698
N  0.57335  0.36657  -0.43687
O  -2.11263  3.28214  0.45100
H  -0.36786  2.78812  -0.46833
H  -0.85674  0.93109  1.48796
H  -2.43591  1.06051  0.74598
H  3.64796  -0.46418  2.09063
H  4.40831  -1.32755  0.67112
H  3.33067  -2.00080  1.75063
H  -2.28929  0.52830  -1.85329
H  -1.18544  -0.66967  -2.43384
H  -0.67429  1.07600  -2.34075
H  -0.51483  -1.68717  0.85763
H  -0.76645  -2.15177  -0.69261
H  -2.14917  -1.54945  0.20952

Calculated values
E_HOMO: -8.011 eV
HOMO-LUMO gap: 8.56 eV

---

The least stable of them is two.

---

--- one ---
DFT (ωB97M-V/def2-TZVPD) results for 10 unconnected molecules or ions with the total composition C40H110N10O10.

Element x y z (Å)
C  1.56056  -0.15778  9.59133
C  2.38014  -0.52700  8.32241
C  1.64444  -0.07981  6.99051
O  0.90306  -1.18417  6.48325
C  0.01837  -0.89191  5.39315
N  3.75576  0.01061  8.40783
H  1.11952  0.83212  9.47434
H  2.04806  -0.12421  10.56566
H  0.73905  -0.86474  9.70723
H  2.50023  -1.60999  8.29391
H  2.36009  0.21483  6.22297
H  0.94321  0.74909  7.08687
H  -0.85822  -0.41415  5.83068
H  -0.16442  -1.87972  4.97016
H  0.43029  -0.30927  4.56916
H  4.32157  -0.24188  7.61021
H  4.23734  -0.47226  9.15282
C  5.93496  -2.86512  4.10957
C  4.99646  -1.70890  4.54821
C  3.60178  -1.63828  3.87577
O  3.71588  -1.26744  2.45292
C  2.42796  -1.50883  1.77088
N  4.95538  -1.69857  5.94885
H  6.94119  -2.68139  4.48620
H  5.98453  -2.96140  3.02496
H  5.46237  -3.78233  4.46097
H  5.51724  -0.79104  4.27541
H  2.98726  -0.95045  4.45658
H  3.19236  -2.64746  3.92088
H  2.25672  -2.55756  1.52808
H  2.49734  -1.05504  0.78226
H  1.51966  -1.19232  2.28363
H  4.44698  -2.50075  6.29257
H  5.87651  -1.91615  6.30138
C  0.02629  -3.52853  -4.82299
C  -1.50773  -3.38333  -4.67290
C  -1.96044  -1.97905  -4.20182
O  -1.59324  -1.69293  -2.82660
C  -2.09853  -2.55591  -1.87556
N  -2.12688  -3.80095  -5.94038
H  0.55468  -3.07543  -3.98417
H  0.42798  -3.14460  -5.76072
H  0.31333  -4.57997  -4.80955
H  -1.86974  -4.09287  -3.92884
H  -3.04121  -1.87787  -4.30087
H  -1.39261  -1.29370  -4.83106
H  -3.16737  -2.69161  -2.04067
H  -2.01843  -2.18315  -0.85441
H  -1.72302  -3.57681  -1.80591
H  -3.11270  -3.72146  -5.73557
H  -1.85518  -4.77372  -5.93959
C  0.81120  2.00669  3.16773
C  2.26467  2.24630  3.00145
C  2.85211  2.33847  1.55183
O  2.21092  3.33186  0.82424
C  2.68594  3.55444  -0.48171
N  2.60686  3.43823  3.74757
H  0.56109  1.08452  2.64318
H  0.17070  2.76008  2.70919
H  0.42572  1.97521  4.18680
H  2.78983  1.41761  3.47640
H  2.61849  1.44699  0.96977
H  3.93418  2.46029  1.50307
H  2.54430  2.68898  -1.12903
H  3.75779  3.74388  -0.53957
H  2.15555  4.39873  -0.92213
H  2.62885  4.18609  3.06910
H  3.58751  3.26895  3.92014
C  -1.15363  4.71903  0.58907
C  -0.42334  6.09462  0.70411
C  -1.30780  7.19181  1.26420
O  -2.45314  7.40876  0.47076
C  -3.37845  8.29980  1.06461
N  0.82520  5.85787  1.45483
H  -0.67363  3.99100  -0.06490
H  -2.08849  4.89630  0.05734
H  -1.50281  4.30110  1.53326
H  -0.11745  6.45997  -0.27622
H  -0.69673  8.06482  1.49343
H  -1.54387  6.84139  2.26897
H  -3.73096  7.84327  1.98949
H  -4.15059  8.33417  0.29603
H  -2.84659  9.21697  1.31766
H  1.29514  5.04215  1.08896
H  0.43480  5.58050  2.34407
C  -2.84589  1.08314  -5.82770
C  -2.80231  2.28444  -6.68718
C  -1.37540  3.02235  -6.67892
O  -1.18188  3.58990  -5.37763
C  0.00327  4.35870  -5.16647
N  -3.13123  1.82260  -8.05436
H  -3.83427  0.62510  -5.79022
H  -2.59266  1.31155  -4.79241
H  -2.11997  0.34044  -6.15866
H  -3.51469  3.06092  -6.40842
H  -1.39139  3.75080  -7.48960
H  -0.63026  2.26575  -6.92473
H  0.09722  4.75183  -4.15419
H  -0.15481  5.31583  -5.66348
H  0.95994  3.92318  -5.45494
H  -2.80368  0.88630  -8.24448
H  -2.75908  2.43626  -8.76502
C  3.13455  -0.78678  -7.96887
C  2.07527  -0.47431  -6.94425
C  2.10991  0.96714  -6.42034
O  3.32592  1.27247  -5.65206
C  3.45427  2.57645  -5.04401
N  0.75326  -0.62139  -7.54183
H  4.09141  -0.69544  -7.45487
H  3.02880  -0.28795  -8.93224
H  3.06553  -1.86091  -8.14086
H  2.27215  -1.10874  -6.08005
H  1.26877  1.10493  -5.74092
H  2.01771  1.71632  -7.20668
H  3.20144  3.41269  -5.69584
H  4.47245  2.72813  -4.68568
H  2.72161  2.62170  -4.23825
H  0.79241  -0.09121  -8.40059
H  0.15589  0.03876  -7.06491
C  -4.14556  -2.85099  4.38960
C  -5.21929  -1.81469  4.78679
C  -5.00853  -0.42678  4.18482
O  -3.99461  0.22550  4.86381
C  -3.80910  1.54306  4.50177
N  -6.44621  -2.45094  4.36229
H  -4.33462  -3.76554  4.95168
H  -3.18616  -2.54224  4.80471
H  -3.99964  -3.00050  3.31981
H  -5.27809  -1.73765  5.87247
H  -5.96064  0.09680  4.27111
H  -4.77495  -0.43950  3.12022
H  -3.52688  1.57869  3.44954
H  -2.93597  1.87188  5.06536
H  -4.69887  2.15012  4.66876
H  -7.25417  -1.95318  4.70801
H  -6.48571  -3.23756  4.99456
C  0.31980  1.31350  -2.23430
C  0.54670  0.34364  -1.09118
C  -0.68699  0.24245  -0.10888
O  -0.42910  -0.74663  0.86691
C  -1.51648  -0.80712  1.81346
N  0.83797  -0.90581  -1.63367
H  0.39512  2.35478  -1.92101
H  -0.55725  1.11129  -2.84911
H  1.19391  1.20949  -2.87712
H  1.37849  0.71364  -0.49175
H  -1.61695  -0.00543  -0.62056
H  -0.82556  1.22197  0.34877
H  -2.47915  -0.89219  1.30934
H  -1.46209  0.11321  2.39495
H  -1.34733  -1.67740  2.44757
H  -0.03640  -1.13872  -2.08235
H  0.88026  -1.56062  -0.86586
C  -2.02254  -7.50317  -0.59957
C  -1.83461  -6.25113  -1.41871
C  -0.31771  -5.85787  -1.77144
O  0.26561  -5.43047  -0.59711
C  1.38134  -4.53299  -0.75698
N  -2.50229  -6.43797  -2.63477
H  -1.55924  -8.39656  -1.01827
H  -3.07839  -7.70424  -0.41832
H  -1.55995  -7.47380  0.38697
H  -2.27133  -5.35909  -0.96966
H  -0.25742  -5.06994  -2.52221
H  0.22570  -6.70404  -2.19190
H  1.26031  -3.89218  0.11641
H  1.33615  -3.90736  -1.64841
H  2.27828  -5.13610  -0.61611
H  -3.48924  -6.26435  -2.50876
H  -2.45774  -7.42272  -2.85471

Calculated values
E_HOMO: -8.751 eV
SMILES: COC[C@H](C)N.COC[C@H](C)N.COC[C@H](C)N.COC[C@H](C)N.COC[C@H](C)N.COC[C@H](C)N.COC[C@H](C)N.COC[C@H](C)N.COC[C@H](C)N.COC[C@H](C)N
HOMO-LUMO gap: 9.29 eV

---

--- two ---
DFT (ωB97M-V/def2-TZVPD) results for 10 unconnected molecules or ions with the total composition C40H110N10O10.

Element x y z (Å)
C  7.92648  -1.19162  -11.11480
C  7.85389  -1.86867  -9.76609
C  6.72807  -2.93271  -9.51447
O  6.57828  -3.00249  -8.14250
C  5.75571  -4.09268  -7.71294
N  9.12128  -2.49682  -9.43131
H  7.30405  -0.29685  -11.10656
H  7.53303  -1.76033  -11.95735
H  8.93189  -0.88721  -11.40567
H  7.59600  -1.11724  -9.01980
H  6.94172  -3.88292  -10.00393
H  5.79239  -2.47187  -9.83106
H  4.85833  -4.22273  -8.31784
H  5.46993  -3.87313  -6.68425
H  6.50403  -4.87356  -7.84843
H  9.59122  -1.63378  -9.19808
H  8.98694  -2.97933  -8.55425
C  -5.57607  -5.67190  0.79091
C  -6.35362  -5.94359  -0.52826
C  -6.09593  -4.73947  -1.49968
O  -6.53030  -3.50311  -0.82407
C  -6.81565  -2.36480  -1.64737
N  -5.96678  -7.20545  -1.07595
H  -5.99341  -4.81621  1.32168
H  -4.50673  -5.46492  0.74891
H  -5.79138  -6.50197  1.46376
H  -7.40936  -5.89338  -0.26182
H  -6.65116  -4.75204  -2.43758
H  -5.05021  -4.75592  -1.80676
H  -6.35533  -2.28843  -2.63244
H  -6.71494  -1.36208  -1.23202
H  -7.87066  -2.59434  -1.79697
H  -6.20951  -7.88944  -0.37358
H  -4.96528  -7.31297  -1.00149
C  -6.23542  -0.59276  13.83567
C  -5.65426  -2.00151  13.45627
C  -4.10950  -2.12930  12.82361
O  -3.74227  -1.06654  11.88007
C  -4.44649  -0.99906  10.70355
N  -5.83513  -2.94964  14.59604
H  -6.98163  -0.65319  14.62789
H  -6.78807  -0.10984  13.02977
H  -5.38278  0.06118  14.01863
H  -6.26352  -2.37901  12.63506
H  -4.06190  -3.08085  12.29411
H  -3.33462  -2.33113  13.56315
H  -4.26281  -1.93951  10.18401
H  -4.04072  -0.17204  10.12089
H  -5.52403  -0.97138  10.86557
H  -5.20298  -2.48227  15.23011
H  -6.77568  -2.91387  14.96235
C  -9.31294  5.71108  9.70484
C  -9.92228  5.11090  8.44330
C  -8.96833  4.21987  7.75091
O  -9.27250  4.09281  6.31773
C  -8.13328  4.31926  5.39116
N  -11.28957  4.59779  8.79732
H  -8.99384  4.92463  10.38878
H  -10.11779  6.18220  10.26907
H  -8.63565  6.50907  9.40056
H  -10.15056  5.92148  7.75123
H  -8.95662  3.22003  8.18482
H  -7.95187  4.60095  7.84939
H  -8.31309  3.79864  4.45056
H  -7.19096  3.91965  5.76594
H  -7.97773  5.38147  5.20246
H  -11.72616  5.08250  9.56840
H  -11.81660  4.81061  7.96244
C  3.73400  -6.20444  -15.18671
C  2.37094  -5.92491  -15.81374
C  1.39384  -4.86637  -15.10962
O  0.91975  -5.29525  -13.84344
C  -0.15837  -4.64840  -13.31439
N  2.62765  -5.58420  -17.20667
H  4.26988  -5.27743  -14.98275
H  4.42777  -6.95303  -15.56932
H  3.62902  -6.51887  -14.14835
H  1.83552  -6.86778  -15.92513
H  0.61209  -4.65442  -15.83903
H  1.84687  -3.87977  -15.01222
H  -0.11086  -3.56805  -13.45115
H  -0.09984  -4.63030  -12.22611
H  -1.11811  -5.01516  -13.67835
H  2.18526  -4.70211  -17.42193
H  3.61094  -5.57060  -17.43696
C  -1.13281  6.83077  -4.97070
C  -1.15163  5.54265  -5.72466
C  -1.66703  5.75682  -7.14370
O  -2.95815  6.33183  -7.10432
C  -4.01589  5.43907  -7.50976
N  0.22487  5.05418  -5.74474
H  -2.13658  7.23594  -4.84272
H  -0.60630  7.63787  -5.48009
H  -0.47881  6.79495  -4.09944
H  -1.81048  4.82274  -5.23911
H  -1.59651  4.95707  -7.88094
H  -1.03540  6.49145  -7.64317
H  -3.86121  4.99214  -8.49182
H  -5.00181  5.90061  -7.56506
H  -4.11289  4.66533  -6.74818
H  0.51541  4.87903  -4.79342
H  0.30563  4.10413  -6.07785
C  0.00599  0.60599  2.14351
C  -0.87684  0.24916  0.91692
C  -0.17728  -0.37792  -0.26004
O  -1.08392  -0.47707  -1.35780
C  -0.51785  -0.91979  -2.62675
N  -1.88615  -0.72805  1.34255
H  0.67676  -0.02640  2.72511
H  -0.43817  1.24292  2.90846
H  0.76720  1.31997  1.82905
H  -1.46449  1.09506  0.56023
H  0.14826  -1.34363  0.12666
H  0.72628  0.20376  -0.44259
H  -0.03351  -1.89615  -2.64240
H  0.15682  -0.08939  -2.83499
H  -1.29509  -0.82835  -3.38546
H  -2.56671  -0.57304  0.61254
H  -1.49285  -1.60989  1.04630
C  7.48596  2.91585  -2.22308
C  7.84815  2.18158  -3.54626
C  9.38279  1.82400  -3.74959
O  9.94516  1.83435  -5.04652
C  9.85595  2.99767  -5.81392
N  6.95386  1.04191  -3.69297
H  6.44696  3.24141  -2.27402
H  7.99110  3.87447  -2.10490
H  7.70393  2.31039  -1.34331
H  7.50216  2.75148  -4.40859
H  9.69283  0.87825  -3.30513
H  9.98264  2.56553  -3.22194
H  10.60175  3.07538  -6.60501
H  9.92666  3.95219  -5.29236
H  8.87423  2.89808  -6.27696
H  7.15395  0.50248  -4.52309
H  7.30537  0.41456  -2.98376
C  -1.69330  6.19741  11.07241
C  -0.54341  6.14031  11.97684
C  0.89441  6.07067  11.27339
O  0.91119  5.09495  10.30055
C  1.45463  3.82724  10.77187
N  -0.64339  7.01927  13.14380
H  -2.64424  6.20948  11.60504
H  -1.72695  5.32488  10.42000
H  -1.51489  7.06773  10.44091
H  -0.73577  5.15733  12.40677
H  1.75621  6.33160  11.88765
H  0.88405  7.03180  10.75937
H  1.35643  3.15174  9.92207
H  0.73341  3.44926  11.49649
H  2.49026  3.97185  11.07954
H  -0.25432  6.61864  13.98535
H  -1.60415  6.98821  13.45375
C  7.68845  -3.26964  3.05283
C  6.39133  -4.07957  2.71760
C  5.08252  -3.59150  3.49007
O  4.09224  -4.66119  3.60899
C  2.82208  -4.42498  4.19051
N  6.28471  -4.16134  1.35380
H  8.60419  -3.69975  2.64721
H  7.83375  -3.12148  4.12290
H  7.65266  -2.31189  2.53367
H  6.62384  -5.10038  3.02084
H  4.60180  -2.83338  2.87180
H  5.28657  -3.15562  4.46807
H  2.04560  -4.10162  3.49725
H  2.93647  -3.75263  5.04078
H  2.39279  -5.35381  4.56613
H  7.05221  -4.71234  0.99678
H  5.48456  -4.75178  1.17702

Calculated values
E_HOMO: -8.969 eV
SMILES: COC[C@H](C)N.COC[C@H](C)N.COC[C@H](C)N.COC[C@H](C)N.COC[C@H](C)N.COC[C@H](C)N.COC[C@H](C)N.COC[C@H](C)N.COC[C@H](C)N.COC[C@H](C)N
HOMO-LUMO gap: 9.39 eV

---

The least stable of them is two.

---

--- one ---
DFT (ωB97M-V/def2-TZVPD) results for a gas-phase ion, C9H11N2 (charge +1).

Element x y z (Å)
C  -0.46155  -0.81293  3.47417
C  -0.79136  -0.57300  2.09972
C  -2.98954  0.44433  -0.90355
C  -2.70347  -0.24488  0.33449
C  2.18830  -0.51797  -0.70942
C  1.90807  0.98069  -0.73649
C  0.85054  -1.10809  -0.35382
C  0.79905  1.08286  0.26634
C  -1.24733  -0.32847  0.64437
N  -3.38210  1.11258  -1.72744
N  -0.12513  -0.02214  -0.20357
H  -3.18977  0.27578  1.20756
H  -3.23393  -1.16315  0.45666
H  2.65871  -0.96810  -1.60750
H  2.93463  -0.63098  0.03964
H  2.77924  1.54025  -0.47707
H  1.68419  1.29960  -1.72817
H  0.45960  -1.94163  -1.07798
H  0.78783  -1.60168  0.65521
H  1.25978  0.78106  1.23010
H  0.19717  2.13332  0.26767
H  -0.38294  0.26254  -1.15093

Calculated values
E_HOMO (alpha / beta): -14.335 / -14.286 eV
HOMO-LUMO gap (alpha / beta): 7.68 / 7.62 eV
net charge: +1

---

--- two ---
DFT (ωB97M-V/def2-TZVPD) results for a gas-phase ion, C9H11N2 (charge +1).

Element x y z (Å)
C  -2.48313  -1.07203  0.62205
C  -1.30004  -1.72976  0.24544
C  -2.67276  0.29576  0.43381
C  -0.34275  -0.98362  -0.44618
C  -0.77283  0.26378  -0.75969
C  -1.79297  1.10186  -0.33513
C  2.26855  -0.80105  -0.51074
C  0.97457  -1.52126  -0.82887
C  3.12115  1.11687  0.70396
N  2.14170  0.20260  0.20009
N  -2.15772  2.42160  -0.55753
H  -3.25443  -1.67301  1.14211
H  -1.09921  -2.74363  0.57521
H  -3.70027  0.71871  0.65892
H  3.31714  -1.18981  -0.68694
H  0.98829  -2.36958  -0.15341
H  1.29125  -1.91612  -1.83117
H  4.09223  0.68710  0.38098
H  2.96753  1.18111  1.81625
H  2.84783  2.13070  0.19993
H  -2.91893  2.79167  -0.02079
H  -1.51519  3.08809  -0.84831

Calculated values
E_HOMO (alpha / beta): -12.842 / -12.842 eV
HOMO-LUMO gap (alpha / beta): 6.02 / 6.02 eV
net charge: +1

---

The least stable of them is one.